(1)
{"formula": "C8H12N4", "method": "ωB97M-V/def2-TZVPD", "multiplicity": 1, "gap_ev": 8.171, "e_homo_ev": -8.3, "de_lowest_kcal_mol": 179.7, "species": ["C", "C", "C", "C", "C", "C", "C", "C", "N", "N", "N", "N", "H", "H", "H", "H", "H", "H", "H", "H", "H", "H", "H", "H"], "xyz": [[2.697, -0.916, -0.748], [3.435, 0.782, 0.339], [-1.269, 0.888, 1.149], [-0.235, 1.418, 0.302], [-1.487, 0.961, -0.535], [-1.792, -0.276, 0.468], [-0.928, -1.463, 0.085], [-3.216, -0.672, 0.778], [3.853, -1.231, -0.248], [4.316, -0.167, 0.430], [1.301, 1.047, -0.879], [2.366, 0.365, -0.403], [2.087, -1.532, -1.374], [3.525, 1.765, 0.758], [0.024, 2.452, 0.456], [1.549, 2.031, -0.971], [-2.288, 1.669, -0.735], [-1.092, 0.512, -1.439], [-0.797, -2.116, 0.946], [0.055, -1.133, -0.244], [-1.399, -2.036, -0.715], [-3.747, 0.134, 1.277], [-3.211, -1.540, 1.435], [-3.746, -0.942, -0.133]]}

=====

(2)
{"formula": "C8H12N4OS", "method": "ωB97M-V/def2-TZVPD", "multiplicity": 1, "gap_ev": [5.611, 6.702], "e_homo_ev": [-7.5, -7.7], "de_lowest_kcal_mol": 190.0, "species": ["C", "C", "C", "C", "C", "C", "C", "C", "N", "N", "N", "N", "O", "S", "H", "H", "H", "H", "H", "H", "H", "H", "H", "H", "H", "H"], "xyz": [[1.619, 0.680, -1.389], [2.308, 1.727, -0.778], [0.052, -2.371, -0.601], [-0.910, -3.038, -1.495], [0.693, 2.182, 1.674], [-0.359, 1.129, 1.409], [-1.251, 1.266, 0.225], [-0.541, 0.084, 2.395], [-0.442, -0.893, -2.291], [-1.484, -4.137, -1.516], [1.016, -0.179, -0.622], [0.218, -1.169, -1.140], [-1.091, -2.011, -2.568], [2.476, 1.733, 0.924], [1.262, 0.703, -2.468], [2.830, 2.490, -1.410], [0.520, -2.691, 0.353], [0.232, 3.023, 1.149], [0.932, 2.491, 2.685], [-2.070, 1.870, 0.484], [-1.512, 0.260, -0.095], [-0.614, 1.584, -0.554], [0.246, 0.348, 3.115], [-0.518, -0.935, 1.883], [-1.487, 0.158, 2.979], [-2.126, -4.306, -2.346]]}

=====

(3)
{"formula": "C8H12N5O", "method": "ωB97M-V/def2-TZVPD", "multiplicity": 1, "gap_ev": 10.188, "e_homo_ev": -13.5, "de_lowest_kcal_mol": 43.1, "total_charge": 1, "species": ["C", "C", "C", "C", "C", "C", "C", "C", "N", "N", "N", "N", "N", "O", "H", "H", "H", "H", "H", "H", "H", "H", "H", "H", "H", "H"], "xyz": [[2.154, 0.683, 1.288], [2.068, -1.437, 0.230], [1.417, 0.530, -1.174], [-0.655, 0.782, 1.439], [-0.707, -1.454, 0.292], [-1.578, 1.265, 0.394], [-1.498, -0.869, -0.776], [1.360, -0.133, 0.418], [2.782, 1.281, 2.031], [2.636, -2.387, -0.046], [0.129, -0.503, 0.969], [2.561, 0.463, -1.821], [-2.453, 0.108, -0.134], [0.431, 1.083, -1.603], [0.038, 1.568, 1.789], [-1.280, 0.547, 2.398], [-1.260, -2.126, 0.981], [-0.002, -2.135, -0.276], [-2.218, 2.077, 0.864], [-1.027, 1.578, -0.529], [-1.015, -0.310, -1.501], [-2.107, -1.640, -1.207], [3.413, -0.041, -1.529], [2.877, 1.051, -2.557], [-2.799, -0.261, 0.805], [-3.269, 0.280, -0.746]]}

=====

(4)
{"formula": "C8H12N5O", "method": "ωB97M-V/def2-TZVPD", "multiplicity": 3, "gap_ev": [7.750, 5.901], "e_homo_ev": [-10.9, -13.4], "de_lowest_kcal_mol": 0.0, "total_charge": 1, "species": ["C", "C", "C", "C", "C", "C", "C", "C", "N", "N", "N", "N", "N", "O", "H", "H", "H", "H", "H", "H", "H", "H", "H", "H", "H", "H"], "xyz": [[-0.988, -1.126, 0.186], [-2.928, 0.267, 0.136], [-2.333, -1.065, 0.087], [-1.044, 1.394, -0.563], [-0.392, 2.421, -1.054], [2.155, 0.406, 0.499], [3.380, 0.142, -0.473], [-3.266, -2.286, 0.054], [-2.395, 1.297, -0.368], [2.302, 0.799, 1.688], [4.456, -0.153, 0.254], [1.057, 0.161, -0.228], [-0.261, 0.147, 0.159], [3.264, -0.014, -1.672], [-0.421, -1.994, 0.105], [-4.089, 0.341, 0.278], [0.725, 2.427, -0.942], [-1.073, 3.232, -1.378], [-3.612, -2.110, -0.967], [-4.046, -2.240, 0.761], [-2.813, -3.282, 0.128], [1.481, 1.323, 2.125], [4.308, 0.160, 1.295], [5.390, -0.479, -0.041], [1.351, -0.186, -1.184], [-0.208, 0.418, 1.116]]}

=====

(5)
{"formula": "C8H12NO3", "method": "ωB97M-V/def2-TZVPD", "multiplicity": 1, "gap_ev": 9.210, "e_homo_ev": -13.8, "de_lowest_kcal_mol": 28.9, "total_charge": 1, "species": ["C", "C", "C", "C", "C", "C", "C", "C", "N", "O", "O", "O", "H", "H", "H", "H", "H", "H", "H", "H", "H", "H", "H", "H"], "xyz": [[0.384, -1.599, -0.193], [2.421, -0.360, -0.270], [-1.653, 0.256, -0.074], [1.836, -1.783, -0.470], [1.183, 0.511, 0.024], [1.199, 0.940, 1.533], [1.067, 1.803, -0.898], [-3.812, -0.635, -0.046], [0.069, -0.335, -0.176], [3.592, -0.067, -0.068], [-1.910, 1.385, -0.061], [-2.380, -0.780, 0.021], [-0.211, -2.421, -0.091], [2.375, -2.286, 0.287], [1.979, -2.294, -1.416], [1.657, 0.060, 2.061], [0.171, 1.014, 1.865], [1.609, 1.940, 1.681], [1.286, 2.739, -0.334], [-0.005, 1.960, -1.200], [1.540, 1.888, -1.862], [-4.008, 0.476, -0.028], [-4.191, -1.281, 0.699], [-4.196, -1.132, -0.984]]}

=====

(6)
{"formula": "C8H12NO3", "method": "ωB97M-V/def2-TZVPD", "multiplicity": 1, "gap_ev": 8.478, "e_homo_ev": -15.1, "de_lowest_kcal_mol": 80.5, "total_charge": 1, "species": ["C", "C", "C", "C", "C", "C", "C", "C", "N", "O", "O", "O", "H", "H", "H", "H", "H", "H", "H", "H", "H", "H", "H", "H"], "xyz": [[1.693, 1.219, 0.134], [-1.429, 1.383, -0.642], [-1.557, -0.054, -0.891], [-0.720, 1.447, 0.722], [-0.231, -0.638, -1.180], [0.551, 0.548, 0.859], [0.535, -0.809, 0.192], [0.121, -1.974, 1.024], [1.929, -0.978, -0.054], [1.998, 2.334, -0.109], [2.508, -2.006, -0.130], [2.578, 0.134, -0.173], [-0.696, 1.915, -1.326], [-2.317, 1.979, -0.757], [-2.037, -0.533, -0.089], [-2.271, -0.174, -1.725], [-0.351, 2.425, 0.733], [-1.514, 1.306, 1.376], [-0.107, -1.536, -1.674], [0.343, -0.012, -1.819], [0.763, 0.566, 1.931], [0.873, -2.059, 1.727], [0.085, -2.870, 0.455], [-0.747, -1.615, 1.419]]}

=====

(7)
{"formula": "C8H12NOS", "method": "ωB97M-V/def2-TZVPD", "multiplicity": 1, "gap_ev": [5.561, 5.566], "e_homo_ev": [-2.3, -2.3], "de_lowest_kcal_mol": 99.7, "total_charge": -1, "species": ["C", "C", "C", "C", "C", "C", "C", "C", "N", "O", "S", "H", "H", "H", "H", "H", "H", "H", "H", "H", "H", "H", "H"], "xyz": [[0.261, -3.050, -0.981], [1.108, -4.170, -0.989], [1.946, -2.082, 0.191], [0.703, -1.966, -0.290], [-0.997, 2.950, 0.081], [-1.305, 1.053, 1.478], [0.749, 1.118, 0.062], [-0.744, 1.423, 0.085], [-1.432, 0.651, -0.947], [-1.717, 1.289, -1.981], [2.682, -3.571, -0.346], [-0.738, -3.140, -1.417], [1.215, -5.209, -1.312], [2.480, -1.322, 0.826], [-0.309, 3.552, -0.663], [-2.053, 2.941, -0.070], [-0.812, 3.272, 1.116], [-0.553, 1.460, 2.172], [-1.611, 0.008, 1.392], [-2.192, 1.728, 1.674], [0.857, 0.035, 0.195], [1.112, 1.164, -0.904], [1.351, 1.867, 0.629]]}

=====

(8)
{"formula": "C8H12O2", "method": "ωB97M-V/def2-TZVPD", "multiplicity": 3, "gap_ev": [5.397, 7.726], "e_homo_ev": [-4.4, -9.4], "de_lowest_kcal_mol": 45.3, "species": ["C", "C", "C", "C", "C", "C", "C", "C", "O", "O", "H", "H", "H", "H", "H", "H", "H", "H", "H", "H", "H", "H"], "xyz": [[-0.751, 2.323, 1.929], [0.375, 1.352, 1.856], [0.942, -1.670, 0.078], [1.665, -0.415, 0.472], [0.216, -1.556, -1.287], [0.503, 0.574, 0.792], [-0.564, -0.137, -1.357], [-1.463, 0.142, -2.246], [-0.400, 0.699, -0.277], [-0.712, -2.546, -1.476], [-1.583, 2.312, 2.714], [-0.478, 3.503, 2.005], [1.148, 1.468, 2.612], [1.736, -2.438, -0.020], [0.185, -2.005, 0.820], [2.290, -0.712, 1.217], [2.275, -0.002, -0.324], [0.951, -1.484, -2.092], [-1.311, 2.301, 0.902], [-1.617, -0.536, -3.088], [-2.073, 1.008, -2.302], [-1.333, -2.181, -0.929]]}